Version 1
DFT (ωB97M-V/def2-TZVPD) results for 13 unconnected molecules or ions with the total composition C5H38N2O12.

CARTESIAN COORDINATES (ANGSTROEM)
C -1.471 1.723 0.123
N -0.158 1.312 0.452
C 0.996 -2.114 0.920
C 0.073 -1.149 0.249
C 0.468 0.138 -0.409
C -0.093 0.086 -1.901
N 0.203 -1.202 -2.658
H -1.742 2.463 0.964
H -1.468 2.296 -0.960
H -2.273 0.974 0.131
H 0.067 1.080 1.546
H 0.730 -2.917 1.589
H 1.894 -2.542 0.434
H 1.696 -1.555 1.552
H -0.668 -0.870 1.058
H -0.537 -1.735 -0.527
H 1.612 0.386 -0.427
H 0.311 0.972 -2.374
H -1.128 0.240 -2.089
H -0.466 -1.919 -2.838
H 1.036 -1.538 -2.536
H -3.759 1.177 1.901
H -4.509 0.091 1.113
O -3.922 0.854 1.039
H -2.576 -2.183 -2.454
H -3.159 -1.407 -3.584
O -3.090 -1.456 -2.598
H -2.283 2.062 3.548
H -2.257 0.659 4.159
O -2.535 1.146 3.396
H 3.701 3.229 0.042
H 3.992 1.932 -0.646
O 4.365 2.664 -0.250
H 1.929 -2.444 -4.247
H 1.663 -3.399 -3.080
O 2.278 -2.722 -3.505
H 3.072 0.632 2.693
H 3.240 1.991 2.343
O 2.867 1.370 2.979
H 1.914 2.488 -0.758
H 0.747 3.308 -0.209
O 1.545 3.348 -0.743
H -3.132 -1.534 -0.375
H -3.983 -2.369 -1.062
O -3.691 -2.308 -0.143
H 0.821 0.046 2.931
H 1.096 -0.783 4.208
O 0.439 -0.619 3.515
H 0.295 4.439 1.591
H 0.156 3.841 3.016
O -0.129 3.747 2.099
H -1.515 -3.724 0.017
H -2.104 -4.914 -0.616
O -1.870 -3.995 -0.852
H 4.612 -0.650 -2.634
H 3.302 -1.307 -3.061
O 3.685 -0.703 -2.288

Lowest unoccupied orbital energy: 0.007 Ha
Orbital gap: 8.009 eV
Spin multiplicity: 1

These are the Mulliken partial charges, in e, on atoms 1 to 5: -1.20 0.77 -1.42 0.79 0.69

Version 2
DFT (ωB97M-V/def2-TZVPD) results for 13 unconnected molecules or ions with the total composition C5H38N2O12.

CARTESIAN COORDINATES (ANGSTROEM)
C 0.931 3.382 -0.873
C -0.095 2.303 -0.461
C 0.564 0.938 -0.666
C 0.327 -0.236 0.408
N 0.820 -1.455 -0.195
C 1.085 -2.478 0.820
N -0.030 -2.672 1.774
H 1.221 3.453 -1.910
H 1.836 3.217 -0.351
H 0.760 4.415 -0.517
H -1.055 2.634 -0.784
H -0.396 2.394 0.643
H 0.280 0.494 -1.605
H 1.637 0.868 -0.845
H -0.741 -0.304 0.616
H 0.792 0.043 1.323
H 0.191 -1.952 -0.854
H 1.211 -3.551 0.469
H 2.048 -2.249 1.407
H -0.079 -2.052 2.553
H -0.432 -3.580 1.995
H 1.769 0.943 3.891
H 1.635 -0.374 3.436
O 1.930 0.018 4.264
H -2.915 2.359 0.892
H -2.804 3.990 0.922
O -2.649 3.161 1.401
H -3.266 -0.290 0.958
H -2.425 -0.117 -0.372
O -3.213 0.213 0.125
H 4.421 -2.130 -0.796
H 4.126 -0.611 -0.962
O 4.802 -1.311 -1.194
H 2.277 -1.055 -3.761
H 1.889 -1.165 -2.142
O 2.122 -1.584 -2.958
H -0.525 -1.669 -4.261
H 0.954 -1.517 -4.182
O 0.206 -1.277 -4.794
H -0.084 -0.168 4.653
H -1.543 0.218 4.626
O -0.879 -0.312 4.158
H 0.773 1.786 -4.717
H 0.862 0.273 -4.455
O 1.176 1.147 -4.179
H -2.549 -3.570 -0.361
H -1.460 -2.544 0.327
O -1.988 -2.797 -0.429
H 0.817 3.127 2.335
H -0.367 2.132 2.605
O 0.619 2.216 2.520
H -3.636 1.393 2.673
H -2.174 1.277 2.660
O -2.928 0.913 3.135
H -1.687 -2.401 -2.265
H -2.404 -2.090 -3.678
O -1.755 -1.791 -3.019

Lowest unoccupied orbital energy: 0.003 Ha
Orbital gap: 9.875 eV
Spin multiplicity: 1

These are the Mulliken partial charges, in e, on atoms 1 to 5: -1.72 0.56 -0.71 0.12 0.08

Relative energies, unit kcal/mol: version 1 89.1; version 2 0.0

Version 1
DFT (ωB97M-V/def2-TZVPD) results for a single C3H7NS molecule.

CARTESIAN COORDINATES (ANGSTROEM)
C 0.496 -0.536 0.491
C -0.812 -0.762 -0.036
C 0.169 -0.124 -0.910
H 1.532 0.930 1.548
H 0.004 1.033 1.742
H 0.999 -1.508 0.679
H -1.171 -1.712 -0.300
H -1.546 -0.108 0.412
H 0.387 -0.696 -1.773
H -0.794 1.543 -2.319
N 0.747 0.368 1.670
S -0.011 1.571 -1.206

Lowest unoccupied orbital energy: 0.032 Ha
Orbital gap: 9.612 eV
Spin multiplicity: 1

These are the Mulliken partial charges, in e, on atoms 1 to 5: -0.18 -0.56 -0.15 0.27 0.26

Version 2
DFT (ωB97M-V/def2-TZVPD) results for a single C3H7NS molecule.

CARTESIAN COORDINATES (ANGSTROEM)
C 0.907 -1.155 -0.732
C 1.769 0.235 1.251
C -0.331 0.647 0.221
H 1.960 -1.401 -0.925
H 0.182 -1.961 -0.490
H 0.615 -0.753 -1.668
H 1.479 -0.167 2.199
H 2.742 -0.199 0.929
H 1.873 1.293 1.358
H -0.316 1.440 0.947
N 0.805 -0.037 0.222
S -1.765 0.228 -0.522

Lowest unoccupied orbital energy: 0.028 Ha
Orbital gap: 8.948 eV
Spin multiplicity: 1

These are the Mulliken partial charges, in e, on atoms 1 to 5: -1.00 -0.84 -0.17 0.33 0.31

Relative energies, unit kcal/mol: version 1 21.9; version 2 0.0

Version 1
DFT (ωB97M-V/def2-TZVPD) results for 2 unconnected molecules or ions with the total composition C3H7NS.

CARTESIAN COORDINATES (ANGSTROEM)
C -1.666 0.892 0.417
C -0.448 1.021 1.198
C 1.603 -1.488 -0.957
N -0.697 -0.117 0.362
S 0.704 -0.338 -2.074
H -2.594 0.645 0.942
H -1.628 1.682 -0.398
H 0.229 1.762 0.721
H -0.376 1.032 2.208
H 2.105 -0.909 -0.131
H 2.122 -2.220 -1.580
H 0.647 -1.961 -0.709

Lowest unoccupied orbital energy (alpha / beta): -0.086 / -0.086 Ha
Orbital gap (alpha / beta): 6.118 / 6.175 eV
Spin multiplicity: 1

These are the Mulliken partial charges, in e, on atoms 1 to 5: -0.28 -0.40 -0.68 -0.34 -0.11

Version 2
DFT (ωB97M-V/def2-TZVPD) results for a molecular structure, C3H7NS.

CARTESIAN COORDINATES (ANGSTROEM)
C 0.502 -0.775 0.914
C -0.343 1.249 0.125
C -0.140 -0.568 -1.466
H -0.397 -0.189 1.989
H 0.245 -1.841 0.918
H 1.845 -0.385 1.279
H -1.770 1.077 0.171
H 0.433 1.588 1.184
H 0.128 1.969 -0.974
H -0.915 0.040 -2.013
N -0.048 -0.094 -0.197
S 0.459 -2.071 -1.931

Lowest unoccupied orbital energy: 0.005 Ha
Orbital gap: 8.677 eV
Spin multiplicity: 1

These are the Mulliken partial charges, in e, on atoms 1 to 5: -0.93 -0.86 -0.09 0.26 0.34

Version 3
DFT (ωB97M-V/def2-TZVPD) results for a molecular structure, C3H7NS.

CARTESIAN COORDINATES (ANGSTROEM)
C -1.576 -1.311 -1.594
C 1.126 0.877 0.141
C 1.186 0.934 1.620
H -1.093 -2.427 -1.682
H -2.966 -1.209 -1.610
H -1.154 -0.569 -2.417
H 1.970 1.206 -0.332
H 0.136 0.891 2.208
H 1.927 0.032 2.017
H 1.395 1.996 2.182
N 0.242 0.162 -0.478
S -1.193 -0.581 -0.055

Lowest unoccupied orbital energy: 0.036 Ha
Orbital gap: 9.329 eV
Spin multiplicity: 1

These are the Mulliken partial charges, in e, on atoms 1 to 5: -0.69 0.00 -0.88 0.24 0.26

Version 4
DFT (ωB97M-V/def2-TZVPD) results for a single C3H7NS molecule.

CARTESIAN COORDINATES (ANGSTROEM)
C -0.880 -0.309 -0.988
C 0.228 0.157 1.103
C 1.347 0.189 0.135
H -1.998 -0.495 -1.105
H -0.518 -1.355 -1.203
H -0.653 0.411 -1.749
H -1.914 0.272 0.688
H 1.303 0.693 -0.799
H 2.068 0.932 0.601
H 1.568 -1.034 0.171
N -0.832 -0.013 0.410
S 0.280 0.552 2.737

Lowest unoccupied orbital energy: 0.020 Ha
Orbital gap: 8.651 eV
Spin multiplicity: 1

These are the Mulliken partial charges, in e, on atoms 1 to 5: -0.94 0.27 -0.98 0.34 0.31

Relative energies, unit kcal/mol: version 1 80.8; version 2 104.3; version 3 29.7; version 4 0.0

Version 1
DFT (ωB97M-V/def2-TZVPD) results for a single C8H8N2O molecule.

CARTESIAN COORDINATES (ANGSTROEM)
C 2.637 -1.103 0.162
C 0.940 0.511 -0.181
C 0.663 1.865 -0.147
C -0.628 2.412 -0.041
C -1.669 1.557 0.069
C -1.466 0.196 -0.064
C -2.297 -0.925 -0.083
C -0.158 -0.424 -0.132
H 3.741 -1.077 0.101
H 2.295 -1.886 -0.541
H 2.316 -1.402 1.203
H 1.556 2.548 -0.132
H -0.636 3.473 0.113
H -2.646 1.912 0.299
H -3.400 -1.058 -0.184
H -1.739 -2.981 0.047
N -1.517 -2.004 -0.120
N -0.227 -1.756 -0.105
O 2.234 0.142 -0.267

Lowest unoccupied orbital energy: 0.032 Ha
Orbital gap: 8.443 eV
Spin multiplicity: 1

These are the Mulliken partial charges, in e, on atoms 1 to 5: -0.71 0.25 -0.49 -0.50 -0.81

Version 2
DFT (ωB97M-V/def2-TZVPD) results for a single C8H8N2O molecule.

CARTESIAN COORDINATES (ANGSTROEM)
C 1.718 -2.469 -0.294
C 0.992 -1.192 -0.343
C 0.063 0.697 -0.783
C -0.243 1.911 -1.294
C -1.129 2.715 -0.612
C -1.707 2.281 0.605
C -1.362 1.079 1.148
C -0.441 0.313 0.452
H 0.660 -3.887 0.503
H 2.821 -2.334 -0.115
H 1.656 -3.021 -1.181
H 0.120 2.274 -2.203
H -1.383 3.685 -0.962
H -2.356 2.952 1.171
H -1.694 0.811 2.132
H -0.076 -1.431 1.540
N 0.977 -0.257 -1.266
N 0.096 -0.897 0.712
O 1.287 -3.228 0.791

Lowest unoccupied orbital energy: 0.021 Ha
Orbital gap: 9.010 eV
Spin multiplicity: 1

These are the Mulliken partial charges, in e, on atoms 1 to 5: -0.44 0.48 0.63 -0.61 -0.43

Relative energies, unit kcal/mol: version 1 34.3; version 2 0.0

Version 1
DFT (ωB97M-V/def2-TZVPD) results for 3 unconnected molecules or ions with the total composition C5H17NO2.

CARTESIAN COORDINATES (ANGSTROEM)
C 0.247 0.504 -0.640
N -0.177 -0.927 -0.769
C -1.104 -1.117 0.390
C 1.671 -2.121 0.525
C 1.112 -1.702 -0.874
C 1.005 -3.014 -1.688
H 1.244 0.787 -0.926
H -0.556 1.039 -1.229
H 0.385 0.952 0.372
H -2.065 -0.831 -0.098
H -0.817 -0.458 1.203
H -1.030 -2.137 0.808
H 2.626 -2.547 0.280
H 0.973 -2.709 1.121
H 1.821 -1.246 1.157
H 1.721 -0.987 -1.407
H 0.949 -2.665 -2.723
H 1.901 -3.622 -1.534
H 0.140 -3.570 -1.351
H -3.975 4.055 1.653
H -2.607 4.257 1.188
O -3.078 3.976 1.998
H 0.341 4.866 0.318
H -0.200 4.326 1.476
O -0.528 4.888 0.751

Lowest unoccupied orbital energy: 0.019 Ha
Orbital gap: 9.025 eV
Spin multiplicity: 1

These are the Mulliken partial charges, in e, on atoms 1 to 5: -1.08 -0.16 -0.90 -1.33 0.37

Version 2
DFT (ωB97M-V/def2-TZVPD) results for 3 unconnected molecules or ions with the total composition C5H17NO2.

CARTESIAN COORDINATES (ANGSTROEM)
C -0.863 -0.701 -0.618
C -0.481 0.634 -0.049
C -1.313 1.743 -0.543
C 1.032 0.992 -0.512
C 1.830 0.447 0.633
N -1.699 -1.383 0.398
H -1.389 -0.773 -1.605
H 0.065 -1.333 -0.907
H -0.419 0.492 1.086
H -0.963 2.763 -0.222
H -1.621 1.906 -1.576
H -2.197 1.482 0.080
H 1.146 2.083 -0.809
H 1.401 0.798 -1.623
H 1.431 0.602 1.572
H 2.359 -0.552 0.344
H 2.731 1.081 0.739
H -1.184 -1.969 1.072
H -2.630 -1.478 0.333
H -0.714 0.284 2.694
H -1.415 -0.431 3.868
O -0.621 0.165 3.653
H 2.159 -1.569 -2.537
H 1.441 -2.923 -2.434
O 1.914 -2.361 -3.033

Lowest unoccupied orbital energy: 0.026 Ha
Orbital gap: 9.843 eV
Spin multiplicity: 1

These are the Mulliken partial charges, in e, on atoms 1 to 5: -0.50 2.96 -1.64 -0.64 -0.98

Relative energies, unit kcal/mol: version 1 0.0; version 2 21.2